The following is a DFT calculation (ωB97M-V with the def2-TZVPD basis set) of C4H8O2 as an isolated structure at a distorted geometry.

XYZ file:
```
14
C4H8O2 | the OMol25 dataset | ωB97M-V with the def2-TZVPD basis set
H 1.09 -1.38 0.16
H -0.09 -1.78 -1.13
H 1.00 1.02 0.55
C 0.91 -1.44 -0.91
C 0.32 0.85 -0.86
C -0.38 1.16 0.43
H -2.08 -0.03 0.77
C -1.12 0.13 1.26
H -0.65 -0.84 1.35
O 1.04 -0.13 -1.42
O -0.72 2.35 0.55
H -1.34 0.46 2.28
H 0.34 1.67 -1.59
H 1.62 -2.15 -1.37
```

Löwdin population analysis, charges in e, atoms 1 to 4:
1 H 0.081
2 H 0.102
3 H 0.246
4 C -0.062

22
Properties=species:S:1:pos:R:3 method="wB97M-V/def2-TZVPD" charge=-1
H 1.89 -2.39 1.23
C 0.15 2.78 -0.45
H -0.80 2.59 -0.96
N -1.79 -0.97 0.52
C -1.32 0.23 0.16
N -3.26 0.11 -0.69
C 0.93 -1.10 -1.22
C 0.94 -1.89 1.12
H 0.02 3.28 0.51
H -0.13 -1.51 -1.22
N -2.17 0.91 -0.63
H 0.94 -0.24 -1.93
H 2.11 -0.36 0.38
H 0.73 -1.74 2.19
C 1.08 -0.70 0.23
C 0.22 0.56 0.62
H 1.59 -1.86 -1.40
H 0.08 -2.68 0.91
H 0.09 0.80 1.75
H 0.74 3.58 -0.96
N -3.03 -0.99 -0.03
O 0.96 1.58 -0.13

Which DFT total energy belongs to each record? In order, -307.546319 -529.452263 Eh.
Which frontier orbital gap belongs to each record? In order, 8.90 8.75 eV.